Entry 1:
The following is a DFT calculation (the ωB97M-V functional and the def2-TZVPD basis) of a structure of composition C8H16BF4K2O6.

Geometry as XYZ:
```
37
Properties=species:S:1:pos:R:3:forces:R:3:mulliken_charge:R:1
K 2.448 2.674 7.966 -0.352 -0.135 -0.258 0.9954
K 1.130 -2.969 2.474 -0.306 0.329 0.078 0.9941
B -0.613 0.530 4.857 -2.054 0.426 0.617 0.5615
F -1.018 1.563 5.723 0.138 0.300 0.536 -0.4119
F -1.002 0.848 3.584 0.025 0.138 -1.355 -0.3593
F 0.746 0.417 4.944 2.068 -0.546 0.122 -0.3913
F -1.270 -0.659 5.227 0.409 -0.498 0.140 -0.3925
C 5.077 -0.797 -2.909 -0.544 -0.263 -0.728 -1.1154
C 5.266 -0.864 -1.405 1.079 -0.891 -1.457 -0.1005
O 5.202 0.355 -0.711 0.385 0.557 1.105 -0.3368
C 4.117 1.102 -0.618 -3.223 -2.350 -3.176 0.8254
O 3.037 0.843 -1.191 2.182 0.357 1.459 -0.6063
O 4.348 2.148 0.083 1.071 1.038 1.335 -0.3199
C 3.306 3.091 0.184 -1.234 0.390 -0.441 -0.6217
H 5.727 -1.516 -3.407 0.331 -0.014 0.228 0.3911
H 5.306 0.174 -3.350 -0.128 0.050 0.195 0.3169
H 4.087 -1.135 -3.216 -0.199 0.549 0.077 0.2736
H 6.311 -1.147 -1.284 -0.064 -0.022 0.460 0.2712
H 4.668 -1.701 -1.047 -0.366 0.473 0.682 0.2146
H 3.732 3.979 0.652 -0.191 -0.177 -0.161 0.2142
H 2.426 2.710 0.702 0.362 -0.187 0.668 0.2766
H 2.859 3.265 -0.795 0.533 0.452 -0.218 0.3195
C -5.095 0.755 -2.482 0.827 -0.641 -0.411 -1.1505
C -4.275 -0.542 -2.530 0.403 0.847 -1.078 -0.2926
O -4.224 -1.058 -1.205 -0.702 -0.936 1.350 -0.2642
C -3.580 -2.202 -0.886 2.577 0.110 -3.447 0.7351
O -2.775 -2.718 -1.719 -2.827 0.886 3.546 -0.6222
O -3.788 -2.605 0.378 0.666 -2.167 -1.668 -0.3093
C -4.499 -1.813 1.267 0.248 4.015 0.133 -0.6465
H -4.583 1.516 -1.893 -0.482 -0.201 0.587 0.3139
H -6.102 0.455 -2.194 0.015 0.669 0.334 0.3050
H -5.120 1.210 -3.472 -0.174 -0.326 -0.221 0.3977
H -3.268 -0.390 -2.918 0.155 0.116 0.301 0.3224
H -4.737 -1.195 -3.272 -0.165 -0.599 0.529 0.3211
H -5.407 -1.359 0.871 -0.508 -1.020 0.045 0.2990
H -3.895 -0.906 1.264 0.068 0.512 0.644 0.2925
H -4.540 -2.058 2.329 -0.024 -1.241 -0.558 0.3004
```
Positions in Å, forces in eV/Å.

Values from the calculation:
- molecular weight (g mol⁻¹) = 373.21
- total charge = +1
- HOMO-LUMO gap (eV) = 8.27

Entry 2:
The following is a DFT calculation (the ωB97M-V functional and the def2-TZVPD basis) of a cluster of 2 separate species, C8H16BrPS in total.

Geometry as XYZ:
```
27
Properties=species:S:1:pos:R:3:forces:R:3:mulliken_charge:R:1
C -0.449 -0.585 -0.171 0.328 2.093 0.213 0.6433
C 0.609 0.458 -0.615 -2.151 3.659 -0.460 1.0904
C 0.537 0.086 0.840 1.574 -2.831 -0.744 1.3870
C -0.414 -1.969 -0.663 -1.884 0.168 3.648 -1.9529
C 1.737 0.251 -1.559 3.255 -2.106 4.258 -1.6293
C 0.107 1.926 -0.900 -0.195 0.822 0.899 -1.3018
C -0.023 0.990 1.864 -0.393 -1.304 -0.335 -1.7294
C 1.783 -0.718 1.406 -1.984 1.116 -5.691 -1.8008
P -3.983 -0.686 -1.032 0.089 1.582 -0.843 0.1975
S -4.273 -2.193 0.144 -0.236 -1.103 1.008 -0.0653
Br -4.204 1.195 0.224 0.039 -0.466 -0.208 -0.1341
H -1.539 -0.336 0.026 1.541 0.647 -0.512 -0.3905
H -1.110 -2.439 0.086 1.078 -0.746 -0.791 0.3435
H 0.519 -2.368 -0.753 2.669 -1.432 0.560 0.4940
H -0.805 -2.141 -1.585 -1.662 0.112 -2.853 0.4591
H 1.496 0.324 -2.530 -1.182 0.677 -3.447 0.5853
H 1.980 -0.840 -1.419 0.811 0.956 -0.392 0.2652
H 2.684 0.947 -1.344 -2.058 -1.609 -0.267 0.2386
H 0.761 2.672 -0.262 -1.522 -1.307 -0.984 0.2257
H -0.976 1.889 -0.576 1.127 0.969 -0.422 0.1503
H 0.180 2.357 -1.961 -0.142 -1.212 1.288 0.3864
H -0.768 1.520 1.380 -1.798 1.352 -0.163 0.3314
H 0.650 1.626 2.304 2.169 2.066 0.349 0.4982
H -0.357 0.523 2.765 -0.914 -1.093 0.278 0.4325
H 2.080 -1.389 0.546 0.328 0.588 1.546 0.2817
H 1.370 -1.192 2.180 -0.713 -2.226 3.394 0.5537
H 2.408 0.091 1.604 1.824 0.626 0.673 0.4401
```
Positions in Å, forces in eV/Å.

Values from the calculation:
- molecular weight (g mol⁻¹) = 255.16
- multiplicity = 3
- total charge = 0
- HOMO-LUMO gap (spin up / spin down) (eV) = 7.87 / 5.47

Entry 3:
The following is a DFT calculation (the ωB97M-V functional and the def2-TZVPD basis) of a cluster of 6 separate species, C8H16Cl12IO4P in total.

Geometry as XYZ:
```
42
Properties=species:S:1:pos:R:3:forces:R:3:mulliken_charge:R:1
C -0.193 2.422 -0.659 0.892 -0.424 -0.266 -1.0499
C -0.577 2.993 -2.067 0.165 0.372 1.465 0.0384
Cl 0.147 1.938 -3.376 -0.820 0.793 0.510 -0.1644
C -2.119 3.199 -2.294 0.808 -0.313 -1.283 -0.0100
Cl -2.397 5.006 -2.487 0.031 -0.957 0.281 -0.1928
O -2.916 2.615 -1.269 -1.522 0.502 -0.631 -0.0171
P -4.554 2.616 -1.611 -1.655 -0.393 -0.841 0.7704
O -4.926 3.099 -2.984 1.071 -0.630 2.350 -0.5834
O -5.056 1.031 -1.409 1.152 2.566 0.600 -0.5088
O -5.292 3.454 -0.357 1.418 -1.410 -2.173 -0.5811
I -5.742 5.336 -0.925 -0.169 -0.172 0.384 0.3307
H 0.772 1.871 -0.800 -0.788 0.467 0.178 0.3122
H -0.912 1.684 -0.251 0.323 0.645 -0.331 0.1934
H 0.036 3.223 0.089 -0.598 -0.515 -0.689 0.3073
H -0.087 3.992 -2.141 -0.383 -0.962 -0.342 0.3561
H -2.374 2.720 -3.269 -0.038 0.758 0.720 0.4378
H -4.440 0.462 -1.893 -0.083 -0.008 0.037 0.3429
C 1.855 -1.540 -0.879 0.204 -0.199 -0.015 -0.4098
Cl 0.474 -1.100 0.129 -0.176 0.031 -0.109 -0.1153
Cl 1.944 -0.542 -2.338 0.145 -0.219 0.135 -0.0915
H 2.767 -1.404 -0.304 -0.110 0.102 -0.009 0.2573
H 1.755 -2.581 -1.172 -0.087 0.102 -0.012 0.3656
C 1.457 -2.080 3.991 -0.084 0.166 -0.044 0.2343
Cl 1.508 -3.510 5.030 -0.059 0.016 0.108 -0.1848
Cl 2.453 -2.298 2.548 0.192 -0.064 0.119 -0.1457
H 0.430 -1.904 3.684 0.079 -0.108 -0.032 0.2242
H 1.828 -1.225 4.548 0.027 -0.246 -0.114 -0.1342
C 3.016 -0.487 -5.947 0.069 -0.060 0.121 -0.2513
Cl 3.475 -0.981 -7.581 0.066 -0.044 0.032 -0.1683
Cl 1.601 0.572 -5.965 0.054 -0.043 0.017 -0.1290
H 2.784 -1.374 -5.364 -0.070 0.055 -0.108 0.2560
H 3.848 0.045 -5.494 -0.076 0.038 -0.115 0.2941
C 1.505 -6.890 3.206 -0.051 0.152 0.062 0.0620
Cl 1.555 -8.321 4.243 -0.061 0.035 0.057 -0.1605
Cl 2.505 -7.107 1.764 -0.022 0.086 -0.044 -0.1587
H 0.478 -6.714 2.899 0.082 -0.118 -0.028 0.2629
H 1.876 -6.036 3.766 0.061 -0.137 -0.071 -0.0062
C 0.230 1.661 5.473 -0.117 0.108 0.071 -0.2837
Cl 1.735 0.858 5.939 0.027 0.185 0.193 -0.1672
Cl -0.302 1.150 3.865 -0.054 0.048 -0.016 -0.1023
H -0.540 1.410 6.195 0.080 -0.099 -0.085 0.2904
H 0.394 2.735 5.463 0.080 -0.104 -0.086 0.2801
```
Positions in Å, forces in eV/Å.

Values from the calculation:
- molecular weight (g mol⁻¹) = 759.53
- total charge = 0
- HOMO-LUMO gap (eV) = 8.56

Entry 4:
The following is a DFT calculation (the ωB97M-V functional and the def2-TZVPD basis) of a structure of composition C8H16Cl2LuO.

Geometry as XYZ:
```
28
Properties=species:S:1:pos:R:3:forces:R:3:mulliken_charge:R:1
Lu 0.498 0.975 2.336 1.875 -0.655 -1.783 0.3870
Cl -0.077 2.713 0.734 -0.642 0.893 -0.206 -0.6347
Cl 1.177 1.610 4.564 0.126 0.304 1.068 -0.6413
C 2.123 -0.051 1.314 -0.709 0.492 1.317 -0.6356
H 2.254 -0.585 0.377 0.668 0.220 0.221 0.1818
H 3.033 0.260 1.880 0.014 -0.498 -0.536 0.1152
C -0.971 -0.343 -0.692 0.939 -0.821 -0.262 -0.3513
C 0.238 -0.928 -0.862 -1.295 0.442 0.406 -0.4727
H -1.641 -0.649 0.109 0.207 -0.142 0.047 0.3114
C 1.180 -0.498 -1.943 -0.031 0.182 -0.530 -0.8276
H 0.597 -1.708 -0.181 -0.274 0.306 -0.239 0.6448
C 0.882 0.935 -2.412 0.097 -0.157 0.282 -0.4970
H 2.222 -0.582 -1.615 -0.265 0.010 0.008 0.3570
H 1.054 -1.179 -2.803 0.112 0.030 0.084 0.3471
C -0.587 1.096 -2.763 -0.480 -0.199 0.213 -0.7345
H 1.139 1.632 -1.605 0.047 -0.151 -0.101 0.1618
H 1.488 1.167 -3.290 0.109 0.074 0.036 0.3436
C -1.525 0.715 -1.587 -0.048 0.757 -0.514 -0.5013
H -0.795 2.129 -3.066 0.013 -0.138 -0.014 0.2907
H -0.832 0.449 -3.616 0.094 0.067 -0.008 0.3046
H -1.766 1.625 -1.010 0.195 -0.376 -0.023 0.2199
H -2.486 0.385 -2.007 0.077 -0.081 0.078 0.3650
C -1.510 -1.544 3.258 -0.091 0.469 0.043 -0.6548
O -0.447 -0.994 2.477 -0.771 -1.735 -0.030 -0.0636
H -2.452 -1.258 2.783 -0.108 -0.348 0.101 0.2712
H -1.444 -1.051 4.225 -0.160 -0.201 0.223 0.2568
H -1.416 -2.629 3.379 -0.042 0.322 -0.106 0.2703
H 0.063 -1.695 2.018 0.344 0.932 0.224 0.1860
```
Positions in Å, forces in eV/Å.

Values from the calculation:
- ΔE to the lowest compared entry with this formula, charge and spin (kcal per mole) = 38.6
- molecular weight (g mol⁻¹) = 374.09
- total charge = -1
- HOMO-LUMO gap (eV) = 4.39

Entry 5:
The following is a DFT calculation (the ωB97M-V functional and the def2-TZVPD basis) of a cluster of 4 separate species, C8H16Cl8 in total.

Geometry as XYZ:
```
32
Properties=species:S:1:pos:R:3:forces:R:3:mulliken_charge:R:1
Cl 0.384 6.466 3.411 -0.508 -0.346 -0.105 -0.1915
C -1.097 6.107 2.404 1.156 0.781 0.247 -0.4071
C -1.339 4.670 2.185 0.252 -1.390 -1.101 -0.4118
Cl -0.356 4.075 0.730 -0.205 0.110 0.895 -0.2090
H -0.799 6.536 1.447 -0.779 0.436 0.168 0.2786
H -1.944 6.555 2.924 0.154 0.244 -0.300 0.3129
H -2.352 4.498 1.821 -0.040 0.098 0.373 0.2798
H -1.107 4.034 3.039 -0.024 0.056 -0.174 0.3463
Cl 3.475 -3.365 3.570 -0.208 -0.215 0.550 -0.1730
C 3.547 -3.522 1.823 0.401 -0.451 -1.110 -0.2523
C 5.005 -3.690 1.359 -0.900 0.634 0.085 -0.4243
Cl 5.873 -2.199 1.836 0.501 -0.381 -0.056 -0.1850
H 3.020 -2.661 1.412 0.362 -0.048 -0.154 0.1234
H 3.033 -4.424 1.492 -0.275 -0.008 0.311 0.3019
H 5.116 -3.766 0.277 -0.349 0.062 0.045 0.2957
H 5.386 -4.616 1.788 0.448 0.419 0.318 0.3146
Cl 0.733 -1.685 -0.246 -0.004 0.039 0.352 -0.1941
C 0.344 -0.048 0.365 0.504 1.001 -0.396 -0.4337
C -0.430 0.722 -0.722 -0.917 -0.718 0.827 -0.0532
Cl 0.595 1.523 -1.908 0.175 -0.198 -0.281 -0.1866
H 1.311 0.416 0.559 -0.119 0.091 -0.028 0.3187
H -0.182 -0.078 1.319 -0.230 -0.363 -0.264 0.3494
H -1.129 1.484 -0.377 0.461 0.072 0.590 0.2493
H -1.093 -0.030 -1.148 0.253 0.084 -0.710 -0.0435
Cl -5.156 -3.087 -3.509 0.685 -0.200 -0.066 -0.1928
C -3.668 -2.397 -4.279 -0.102 1.082 0.913 -0.5092
C -2.737 -1.695 -3.239 -0.501 -1.149 -0.563 -0.4674
Cl -1.895 -2.896 -2.172 -0.470 0.418 -0.404 -0.1717
H -4.123 -1.619 -4.891 0.471 0.004 -0.245 0.3230
H -3.140 -3.125 -4.895 -0.226 -0.085 0.278 0.3555
H -3.323 -1.027 -2.608 0.146 -0.100 -0.036 0.3317
H -1.950 -1.156 -3.767 -0.109 0.020 0.042 0.3252
```
Positions in Å, forces in eV/Å.

Values from the calculation:
- ΔE to the lowest compared entry with this formula, charge and spin (kcal per mole) = 22.0
- SMILES string = ClCCCl.ClCCCl.ClCCCl.ClCCCl
- molecular weight (g mol⁻¹) = 395.84
- total charge = 0
- HOMO-LUMO gap (eV) = 11.07

Entry 6:
The following is a DFT calculation (the ωB97M-V functional and the def2-TZVPD basis) of a structure of composition C8H16Cl8.

Geometry as XYZ:
```
32
Properties=species:S:1:pos:R:3:forces:R:3:mulliken_charge:R:1
Cl 0.908 3.107 1.687 3.383 4.225 3.438 -0.2171
C 1.794 1.664 1.319 2.809 -0.037 1.090 -0.0606
C 2.534 1.901 -0.012 -0.660 -0.713 0.479 -0.4026
Cl 3.713 0.563 -0.159 1.119 0.912 -0.210 -0.1544
H 1.048 0.869 1.351 1.559 -0.117 0.146 -0.2190
H 2.539 1.482 2.094 0.106 0.286 0.064 0.4338
H 2.990 2.890 -0.044 0.266 -0.325 0.187 0.4359
H 1.841 1.820 -0.850 0.092 0.002 -0.047 0.2754
Cl -0.216 -1.782 1.591 1.479 -4.486 -1.571 -0.2365
C -0.177 -1.400 -0.113 4.651 0.139 2.056 0.0131
C 1.300 -1.026 -0.573 -0.801 -1.641 0.730 0.1849
Cl 2.433 -2.506 -0.389 -1.016 1.132 -0.419 -0.2069
H -0.795 -0.508 -0.213 1.641 -0.620 -0.840 -1.0841
H -0.655 -2.171 -0.717 1.794 -1.403 5.096 0.7663
H 1.781 -0.260 0.036 -0.891 -0.866 -0.032 -0.5087
H 1.337 -0.654 -1.597 -0.032 -0.433 -0.162 0.4373
Cl -0.416 1.726 0.440 -7.625 -3.168 -4.330 -0.2194
C -1.487 0.549 1.311 -1.554 0.577 0.189 -0.0710
C -1.009 0.248 2.688 0.333 1.968 2.897 -0.5700
Cl -2.361 -0.492 3.680 0.545 0.553 -0.577 -0.1872
H -1.689 -0.340 0.713 -0.251 1.443 1.504 0.0935
H -2.460 1.026 1.427 0.127 0.374 -0.109 0.5867
H -0.674 1.178 3.147 -0.683 0.311 0.443 0.4203
H -0.175 -0.435 2.850 -0.689 1.507 0.314 0.3856
Cl -0.271 -0.545 -4.072 0.445 -0.049 -0.593 -0.1948
C -1.539 -0.307 -2.869 -0.490 0.313 -0.318 -0.4726
C -1.509 -1.566 -1.995 -2.460 1.415 -4.032 -0.3899
Cl -2.670 -1.356 -0.618 -1.954 -1.511 -2.338 -0.1750
H -2.477 -0.138 -3.397 -0.099 -0.636 -0.071 0.4010
H -1.369 0.690 -2.464 0.387 -0.453 0.966 0.2041
H -0.521 -1.816 -1.608 -0.784 1.340 -4.131 0.1594
H -1.747 -2.410 -2.643 -0.746 -0.042 0.183 0.5725
```
Positions in Å, forces in eV/Å.

Values from the calculation:
- ΔE to the lowest compared entry with this formula, charge and spin (kcal per mole) = 246.3
- molecular weight (g mol⁻¹) = 395.84
- total charge = 0
- HOMO-LUMO gap (eV) = 9.45

Question: What is the total charge in the fifth record?
Answer: 0

Question: The highest total charge belongs to which entry?
Answer: C8H16BF4K2O6

Question: Which of these has the highest molecular weight?
Answer: C8H16Cl12IO4P